No. 1
ORCA calculation (ωB97M-V with the def2-TZVPD basis set) on a 2-piece molecular cluster, C2H4N4S2 overall in a non-equilibrium geometry.

Results
Molecular weight: 148.216 g mol⁻¹
E: -1093.887962 Eh
Gap between HOMO and LUMO: 9.849 eV
Energy above the lowest of the compared OMol25 structures with the same formula, charge and spin: 301.2 kJ/mol

```
12
C2H4N4S2, DFT ωB97M-V with the def2-TZVPD basis set
C 1.00 2.20 -0.30
C 0.71 -1.82 1.18
N 1.26 2.28 0.82
N -1.69 -0.64 -0.97
N -1.11 -0.86 -0.03
N -0.54 -1.09 1.03
S -1.33 2.51 -1.89
S 0.63 2.19 -1.95
H 0.54 -2.26 2.08
H 0.92 -2.44 0.35
H 1.46 -1.15 1.47
H -1.84 1.07 -1.79
```


No. 2
ORCA calculation (ωB97M-V with the def2-TZVPD basis set) on one molecule with the formula C2H4N6 in a non-equilibrium geometry.

Results
Molecular weight: 112.096 g mol⁻¹
E: -406.972375 Eh
SMILES string: N/N=c1\ncnn[nH]1
Gap between HOMO and LUMO: 8.335 eV
Energy above the lowest of the compared OMol25 structures with the same formula, charge and spin: 379.5 kJ/mol

```
12
C2H4N6, DFT ωB97M-V with the def2-TZVPD basis set
C -0.26 -0.27 -0.01
C 1.51 1.18 -0.09
H -2.29 1.18 -0.34
H -3.15 -0.12 0.59
H 2.12 2.07 0.27
H 0.51 -2.25 0.52
N -2.64 0.06 -0.39
N -1.50 -0.70 -0.20
N 0.22 1.11 0.20
N 2.55 0.10 -0.50
N 2.14 -1.10 -0.10
N 0.78 -1.27 0.04
```


No. 3
ORCA calculation (ωB97M-V with the def2-TZVPD basis set) on one molecule with the formula C2H4N6 in a non-equilibrium geometry.

Results
Molecular weight: 112.096 g mol⁻¹
E: -407.026169 Eh
SMILES string: C=NN=c1[nH]nn[nH]1
Gap between HOMO and LUMO: 9.075 eV
Energy above the lowest of the compared OMol25 structures with the same formula, charge and spin: 238.2 kJ/mol

```
12
C2H4N6, DFT ωB97M-V with the def2-TZVPD basis set
C -0.38 -2.99 -1.00
C 0.15 0.23 -0.14
H 0.43 -3.31 -1.63
H -0.96 -3.86 -0.57
H -1.52 0.25 1.31
H 1.52 1.31 -1.26
N -0.69 -1.82 -0.45
N 0.24 -0.88 -0.80
N -0.62 0.58 0.93
N -0.31 1.85 1.30
N 0.67 2.24 0.59
N 1.00 1.20 -0.28
```


No. 4
ORCA calculation (ωB97M-V with the def2-TZVPD basis set) on an isolated ion of composition C2H4NO and charge +1 in a non-equilibrium geometry.

Results
Molecular weight: 58.060 g mol⁻¹
E: -208.066473 Eh
Charge: +1
Gap between HOMO and LUMO (alpha / beta): 8.430 / 9.517 eV
Energy above the lowest of the compared OMol25 structures with the same formula, charge and spin: 536.0 kJ/mol

```
8
C2H4NO, DFT ωB97M-V with the def2-TZVPD basis set
C -1.51 0.88 0.74
C 1.47 -0.89 -0.82
N 0.46 -0.31 -0.22
O -0.70 -0.08 0.19
H -2.61 0.81 0.78
H -1.02 1.70 1.32
H 1.80 -0.50 -1.73
H 2.12 -1.62 -0.25
```


Q: Which formula does entry 3 have?
A: C2H4N6